[1]
{"formula": "C3H4NS", "method": "the ωB97M-V functional and the def2-TZVPD basis", "charge": 1, "homo_energy_ev": -14.7430, "gap_ev": 7.492, "energy_ha": -569.25136, "fmax_ev_per_a": 3.27, "e_above_lowest_kcal_mol": 60.3, "species": ["C", "C", "C", "N", "S", "H", "H", "H", "H"], "coordinates": [[0.69521, -1.10759, 0.15818], [0.90665, -0.63295, 1.57001], [-0.56590, 0.82010, -0.05091], [-0.06089, -0.34233, -0.69071], [-0.06367, 0.76645, 1.68075], [1.19053, -1.99202, -0.13614], [-0.41559, 1.83457, -0.44964], [-1.63801, 0.93120, -0.34945], [-0.04833, -0.27743, -1.73211]], "forces_ev_per_angstrom": [[-1.583, 2.616, -0.790], [-1.563, 1.329, -0.807], [-2.277, 1.094, -0.040], [2.899, -0.303, 1.478], [0.798, -1.675, -0.739], [0.178, -0.913, -0.836], [1.611, -0.248, -0.290], [-0.083, -0.865, 1.088], [0.020, -1.034, 0.936]], "nbo_charge": [0.153, -0.239, -0.496, -0.418, 0.647, 0.255, 0.315, 0.307, 0.477]}

---

[2]
{"formula": "C3H4NS", "method": "the ωB97M-V functional and the def2-TZVPD basis", "charge": 1, "homo_energy_ev": [-14.1016, -14.1011], "gap_ev": [6.777, 6.777], "energy_ha": -569.20370, "fmax_ev_per_a": 5.91, "e_above_lowest_kcal_mol": 90.3, "species": ["C", "C", "C", "N", "S", "H", "H", "H", "H"], "coordinates": [[-1.17984, -0.10986, -0.48573], [-1.46430, 0.97021, 0.26024], [0.82789, 0.15290, 0.51151], [0.00316, -0.60637, -0.40512], [-0.16986, 1.45740, 1.12491], [-1.93075, -0.34098, -1.19547], [1.32288, -0.50680, 1.25743], [2.15641, 0.42669, -0.19323], [0.43442, -1.44320, -0.87455]], "forces_ev_per_angstrom": [[0.061, -2.089, -2.912], [-1.270, 4.439, 3.687], [5.326, -1.034, -1.888], [2.040, -0.783, 0.516], [-0.370, -0.225, -0.555], [-0.213, -1.328, -0.918], [-0.612, 0.429, -0.078], [-4.028, -0.419, 1.760], [-0.934, 1.010, 0.388]], "nbo_charge": [0.100, -0.334, -0.502, -0.399, 0.754, 0.264, 0.312, 0.327, 0.478]}

---

[3]
{"formula": "C3H4NS", "method": "the ωB97M-V functional and the def2-TZVPD basis", "charge": 1, "homo_energy_ev": -13.4724, "gap_ev": 7.579, "energy_ha": -569.24555, "fmax_ev_per_a": 5.92, "e_above_lowest_kcal_mol": 64.0, "species": ["C", "N", "C", "C", "S", "H", "H", "H", "H"], "coordinates": [[1.89795, 0.64790, 0.28829], [1.01729, -0.03721, -0.03938], [-0.06163, -0.65591, -0.45875], [-1.32641, 0.38993, 0.08545], [-2.79912, -0.15176, 0.27676], [2.52582, 0.96150, 1.09534], [-0.14262, -1.80162, -0.11169], [-0.29867, -0.61137, -1.52955], [-0.81260, 1.25855, 0.39354]], "forces_ev_per_angstrom": [[-2.440, -2.503, 0.441], [5.128, 2.824, 0.462], [-5.377, -2.459, -0.186], [0.404, -3.479, 0.063], [0.568, 0.620, -0.231], [0.719, 0.776, -0.263], [0.194, 2.759, -0.505], [0.892, -0.036, 0.014], [-0.088, 1.499, 0.205]], "nbo_charge": [0.405, -0.164, -0.379, -0.306, 0.333, 0.303, 0.314, 0.308, 0.187]}

---

[4]
{"formula": "C3H4NaO3", "method": "the ωB97M-V functional and the def2-TZVPD basis", "charge": -1, "homo_energy_ev": -2.3139, "gap_ev": 4.333, "energy_ha": -504.66548, "fmax_ev_per_a": 1.61, "e_above_lowest_kcal_mol": 59.3, "species": ["H", "Na", "O", "C", "C", "O", "O", "C", "H", "H", "H"], "coordinates": [[2.10251, -1.86713, 1.58258], [2.87404, -0.71563, -0.14097], [-1.44380, 0.90864, 0.01078], [-1.34729, 0.41747, -1.22973], [-0.13909, 0.71099, 0.66679], [-2.26177, 0.49028, -2.03257], [-0.24371, -0.27196, -1.40363], [0.44917, -0.49697, 0.00102], [-0.30860, 0.58353, 1.74299], [0.40670, 1.65059, 0.48133], [-0.08815, -1.40982, 0.32142]], "forces_ev_per_angstrom": [[0.880, -0.133, 0.206], [-0.732, -0.507, 0.687], [-0.025, 0.642, 0.593], [-0.806, -1.274, -0.237], [-0.333, -0.195, -0.064], [0.407, 0.497, 0.080], [0.418, 0.308, 0.302], [-0.224, 0.484, -1.519], [0.045, 0.045, -0.281], [-0.001, -0.185, 0.072], [0.372, 0.318, 0.162]], "nbo_charge": [-0.752, 0.703, -0.540, 0.961, -0.147, -0.691, -0.571, -0.442, 0.192, 0.137, 0.149]}